24
Properties=species:S:1:pos:R:3 method="wB97M-V/def2-TZVPD" mol_weight_g_mol=133.195 largest_force_ev_per_a=0.48 relative_energy_kj_mol=393.0 multiplicity=1
C -0.79046 1.35114 -0.85954
C -0.06090 2.51777 -1.49043
O -1.30619 0.44147 -1.86120
H -1.85414 0.92689 -2.49709
H -1.62076 1.72891 -0.24799
H -0.57338 0.09158 0.51538
H 0.79010 2.19062 -2.09595
H 0.31622 3.19458 -0.71770
H -0.71308 3.11669 -2.15313
C 1.51291 -0.59067 -0.52166
C -0.40057 -1.00281 0.94101
C 1.05246 -0.99505 0.78855
N -1.15742 -1.84667 0.02663
N -0.82144 -1.09547 2.34041
N 1.81306 -0.89263 1.88271
H -0.62443 -2.64006 -0.30419
H -1.48479 -1.30852 -0.77103
H -1.28581 -1.98592 2.48190
H -1.50920 -0.37850 2.54064
H 1.33029 -0.93187 2.77277
H 2.78848 -0.65313 1.83344
H 1.17422 -1.22488 -1.33842
H 0.84697 0.36241 -0.66561
H 2.57787 -0.37589 -0.59952



24
Properties=species:S:1:pos:R:3 method="wB97M-V/def2-TZVPD" mol_weight_g_mol=133.195 largest_force_ev_per_a=3.02 relative_energy_kj_mol=182.5 multiplicity=1
C 0.30212 1.29808 2.00469
N 1.48221 1.95881 1.49713
N 0.58714 0.05381 2.71229
C -0.73515 1.15742 0.89623
O -1.61375 0.30768 0.91605
H -0.16140 1.98070 2.73249
H 0.94751 -0.64182 2.06287
H -0.26735 -0.31945 3.11174
H 2.13361 2.13366 2.25204
H 1.95312 1.38606 0.80374
H -0.71384 1.95762 0.14076
C 0.68724 -0.58816 -1.14656
C -1.65367 -0.15560 -2.07945
C 0.30429 -2.00583 -0.74052
N -0.24635 0.03105 -2.26623
H 0.04161 -0.46377 -3.10706
H 0.77837 0.05550 -0.27130
H 1.66966 -0.55515 -1.62266
H -1.89199 0.09552 -1.00816
H -2.19717 0.56923 -2.68628
H -2.02204 -1.16797 -2.28153
H -0.67199 -2.00798 -0.25466
H 1.03248 -2.42433 -0.04913
H 0.25533 -2.65508 -1.61649



27
Properties=species:S:1:pos:R:3 method="wB97M-V/def2-TZVPD" mol_weight_g_mol=197.260 largest_force_ev_per_a=2.79 relative_energy_kj_mol=0.0 multiplicity=1
C -2.40589 -2.08156 -0.74854
C 1.45006 1.69938 -1.82809
C 1.30807 0.40063 2.21298
C -1.64876 -1.03927 1.20136
C 0.38793 0.35559 -0.01925
N -1.69601 -2.07510 0.49185
N 0.39601 0.87585 -1.25344
N 1.21379 0.91265 0.86501
O 0.95570 -2.57556 0.60464
O 2.90681 -2.40200 -0.81606
O 0.65211 -1.89502 -1.74573
S 1.46917 -1.58119 -0.58905
H -1.66918 -2.21317 -1.54243
H -3.07633 -2.94152 -0.76002
H -2.97912 -1.16215 -0.92780
H 1.51306 2.66572 -1.32296
H 2.42060 1.19134 -1.75627
H 1.23018 1.87627 -2.87704
H 1.30960 -0.69081 2.19589
H 2.23236 0.74559 2.67249
H 0.46900 0.74822 2.82095
H -2.18772 -0.11640 0.97333
H -1.10060 -1.07540 2.12782
H -0.02363 -2.61814 0.57444
H -0.08966 0.29701 -1.92269
H 2.73217 -3.31676 -1.04763
H 1.90730 1.61439 0.61868



25
Properties=species:S:1:pos:R:3 method="wB97M-V/def2-TZVPD" total_charge=+1 mol_weight_g_mol=163.270 largest_force_ev_per_a=5.24 relative_energy_kj_mol=454.3 multiplicity=1
C 0.90338 -1.04817 1.15086
C 0.38144 1.22876 0.33814
C 1.96476 -1.19470 0.17381
C 1.42867 1.05965 -0.82729
C -3.68570 1.44600 0.06088
N -0.60042 -0.91039 -1.59736
N -1.89417 -1.99611 0.38775
N -0.05559 -0.03964 0.80648
N 2.47105 0.13194 -0.31054
S -1.37833 -0.67295 -0.27734
H 0.42205 -2.02105 1.33647
H 1.31047 -0.70175 2.12669
H 0.95877 1.81074 1.10115
H -0.55608 1.76012 -0.11533
H 2.88879 -1.72863 0.38512
H 1.55940 -1.61401 -0.80247
H 0.74570 0.60663 -1.58783
H 1.90566 1.99813 -1.06257
H -3.28591 2.44103 0.38693
H -3.90521 1.31070 -0.96886
H -4.02088 0.75341 0.79938
H -0.98921 -1.45476 -2.24135
H -2.59475 -1.96486 1.11988
H 2.89758 0.58910 0.64521
H 3.12853 0.21081 -1.02780



26
Properties=species:S:1:pos:R:3 method="wB97M-V/def2-TZVPD" total_charge=+1 mol_weight_g_mol=159.217 largest_force_ev_per_a=6.93 relative_energy_kj_mol=693.9 multiplicity=1
C 1.08230 2.14013 0.19920
C 1.57944 0.60871 -1.63791
C -2.74868 -0.22199 -0.43054
C -0.63608 -2.13751 0.01142
C 0.92223 -0.43578 1.79351
N -0.33211 2.38629 0.05399
N -1.30242 1.62249 0.06401
N 1.62774 0.83504 -0.18236
N -1.45161 0.37797 0.04805
N -0.27681 -0.77098 -0.32485
N 0.96729 -0.34374 0.36118
H 1.63052 2.70918 -0.36983
H 1.31038 2.38462 1.28751
H 0.54798 0.74754 -2.02757
H 2.33058 1.37104 -2.03326
H 1.98963 -0.36691 -1.79878
H -2.45241 -0.74984 -1.41556
H -3.08356 -0.97944 0.24145
H -3.51359 0.48338 -0.53904
H -1.38485 -2.21029 0.88002
H -1.12816 -2.44614 -0.89628
H 0.17490 -2.80696 0.09342
H 1.84959 -0.45672 2.26886
H 0.53686 0.55351 2.16643
H 0.09545 -1.15676 2.05932
H 1.66538 -1.13683 0.12763